(1)
{
  "formula": "CO9V3",
  "method": "ωB97M-V/def2-TZVPD",
  "elements": ["O", "V", "O", "O", "V", "O", "O", "V", "O", "C", "O", "O", "O"],
  "positions_angstrom": [[2.519, 2.708, -0.529], [2.120, 1.410, 0.314], [3.041, 1.268, 1.579], [-1.500, -3.236, 0.737], [-0.439, -2.155, 1.263], [0.349, -2.694, 2.515], [-2.530, 0.242, -2.638], [-1.705, 1.126, -1.631], [-2.637, 1.814, -0.545], [0.272, -0.220, -0.370], [0.385, 0.889, -0.956], [1.008, -0.493, 0.616], [-0.882, -0.658, -0.354]],
  "forces_ev_per_angstrom": [[-0.3536, -1.9816, 1.5091], [1.5631, 1.7106, -0.1447], [-0.7773, 0.4861, -1.1844], [2.2321, 1.6504, 1.2736], [-1.1580, -1.8868, -0.1097], [-1.0718, 0.3866, -1.2422], [0.5034, 1.1442, 0.9611], [-0.5167, -1.2137, 1.3102], [0.8886, -0.8911, -1.5748], [-2.4840, 2.2688, 2.6049], [1.7177, 2.2217, -2.3888], [2.4833, -1.3874, 0.0426], [-3.0266, -2.5078, -1.0569]],
  "charge": 1,
  "largest_force_ev_per_a": 4.3,
  "homo_ev": -15.766
}

(2)
{
  "formula": "C3H4CaLiO3",
  "method": "ωB97M-V/def2-TZVPD",
  "elements": ["O", "C", "C", "C", "O", "O", "Ca", "Li", "H", "H", "H", "H"],
  "positions_angstrom": [[1.402, 0.536, 0.099], [0.732, -0.688, -0.126], [-0.757, -0.651, 0.228], [-1.894, 0.959, -0.656], [-1.354, 1.896, -0.039], [-1.547, -0.239, -1.112], [3.319, 0.902, -0.369], [0.233, 1.783, 0.849], [1.188, -1.490, 0.480], [0.871, -1.025, -1.168], [-1.397, -0.352, 1.074], [-0.798, -1.631, 0.739]],
  "forces_ev_per_angstrom": [[-1.2230, -0.1561, 0.2583], [0.2430, 1.0066, 1.0813], [0.2877, -2.5626, -0.4201], [0.2148, 2.5319, -0.7771], [-1.4291, -3.0828, -1.6575], [0.6550, 0.7668, 4.1174], [1.7502, 0.4558, -0.3996], [0.3622, -0.0124, -0.0369], [-0.1360, 0.2876, 0.0451], [-0.6432, 0.1122, 0.2108], [1.0522, 1.9700, -0.1434], [-1.1337, -1.3168, -2.2783]],
  "charge": 1,
  "largest_force_ev_per_a": 4.2,
  "homo_ev": [-12.902, -9.173],
  "de_lowest_kcal_mol": 127.4
}

(3)
{
  "formula": "C5H9ClO",
  "method": "ωB97M-V/def2-TZVPD",
  "elements": ["C", "C", "C", "C", "C", "O", "Cl", "H", "H", "H", "H", "H", "H", "H", "H", "H"],
  "positions_angstrom": [[-1.946, 0.554, -0.045], [0.478, -0.851, -1.388], [0.792, 1.297, 0.076], [0.310, -0.768, 1.260], [0.266, -0.106, -0.045], [-2.145, 1.718, -0.320], [-2.988, -0.702, 0.180], [1.473, -0.887, -1.732], [-0.135, -0.259, -2.109], [0.016, -1.822, -1.221], [-0.013, 1.897, 0.024], [1.485, 1.444, -0.737], [1.307, 1.395, 1.054], [-0.419, -0.477, 2.008], [0.280, -1.839, 1.231], [1.241, -0.594, 1.764]],
  "forces_ev_per_angstrom": [[4.7844, 2.9314, -1.6524], [-2.9967, 1.2645, 1.6369], [2.7568, -2.6463, 0.3573], [0.1594, -1.6126, 1.0122], [-2.4031, 1.6453, -0.4851], [-0.3569, -2.5549, 0.8638], [-1.9742, -1.4933, 0.4062], [1.3584, -0.1583, -0.1398], [0.5938, -0.6798, 0.1835], [0.2558, -0.2382, -0.5892], [-2.3712, 2.7675, -0.3081], [0.2925, 0.6143, -0.2073], [-0.2324, 0.2781, -0.6712], [-0.3745, 0.3497, -0.2180], [-0.4004, -0.8086, -0.3153], [0.9082, 0.3413, 0.1264]],
  "charge": 0,
  "largest_force_ev_per_a": 5.8,
  "homo_ev": -8.126,
  "de_lowest_kcal_mol": 73.0
}

(4)
{
  "formula": "C17H40CaNO2P2",
  "method": "ωB97M-V/def2-TZVPD",
  "elements": ["Ca", "P", "P", "N", "C", "H", "H", "C", "H", "H", "C", "H", "H", "C", "H", "H", "C", "C", "H", "H", "H", "C", "C", "H", "H", "H", "C", "C", "H", "H", "H", "C", "C", "H", "H", "H", "C", "O", "C", "H", "H", "H", "C", "H", "H", "H", "C", "H", "H", "H", "C", "H", "H", "H", "H", "H", "H", "H", "H", "H", "O", "H", "H"],
  "positions_angstrom": [[0.861, 0.392, -0.562], [-1.538, 1.512, -1.211], [1.406, -1.885, 0.813], [-0.368, -1.274, -1.608], [-1.861, 0.433, -2.665], [-2.889, 0.604, -3.022], [-1.144, 0.706, -3.459], [-1.638, -1.058, -2.309], [-2.509, -1.428, -1.714], [-1.711, -1.658, -3.247], [-0.205, -2.703, -1.328], [-0.259, -3.323, -2.254], [-1.051, -3.103, -0.716], [1.133, -3.014, -0.612], [1.954, -2.858, -1.334], [1.154, -4.055, -0.249], [0.850, -2.757, 2.316], [0.641, -1.760, 3.468], [0.153, -2.273, 4.306], [-0.019, -0.933, 3.179], [1.590, -1.348, 3.835], [3.227, -1.464, 0.829], [3.670, -0.575, 2.003], [4.707, -0.255, 1.825], [3.644, -1.098, 2.968], [3.088, 0.354, 2.101], [-0.688, 3.045, -1.862], [-0.409, 4.122, -0.800], [0.236, 4.893, -1.246], [0.140, 3.748, 0.078], [-1.323, 4.619, -0.447], [-3.157, 1.866, -0.443], [-2.965, 2.398, 0.987], [-3.939, 2.444, 1.490], [-2.537, 3.408, 0.998], [-2.333, 1.734, 1.589], [-1.524, -0.690, 1.051], [-2.437, -1.221, 1.499], [4.155, -2.660, 0.636], [4.177, -3.325, 1.509], [3.891, -3.246, -0.252], [5.171, -2.266, 0.482], [-1.315, 3.641, -3.120], [-0.625, 4.412, -3.497], [-1.438, 2.895, -3.913], [-2.283, 4.119, -2.926], [-4.056, 2.747, -1.305], [-5.066, 2.728, -0.870], [-3.720, 3.793, -1.330], [-4.137, 2.367, -2.332], [1.743, -3.938, 2.682], [2.712, -3.619, 3.091], [1.226, -4.524, 3.455], [1.911, -4.603, 1.825], [-0.142, -3.162, 2.039], [-3.641, 0.874, -0.369], [3.339, -0.844, -0.089], [0.304, 2.652, -2.176], [2.062, 0.667, -2.508], [2.516, 1.130, -2.101], [0.609, 1.523, 1.669], [0.258, 2.420, 1.824], [1.171, 1.373, 2.450]],
  "forces_ev_per_angstrom": [[-1.3377, -0.7450, 0.6950], [0.6628, 0.0018, 0.2073], [-0.0090, 0.8110, -0.2263], [0.0231, -0.0240, -0.0902], [0.0329, -0.1714, -0.1206], [0.3857, -0.0894, -0.1382], [-0.3204, -0.0135, 0.1899], [0.1476, -0.2608, 0.1548], [0.2873, 0.2192, -0.0030], [0.1314, 0.3427, 0.2703], [-0.2488, 0.1703, -0.1180], [0.1903, 0.2648, 0.3096], [0.2659, 0.2367, -0.0139], [-0.0661, -0.0918, -0.1829], [-0.2032, -0.1567, 0.2799], [0.1031, 0.2203, -0.3511], [0.0861, -0.0187, 0.0533], [-0.1151, -0.2266, 0.1806], [0.1655, 0.0925, -0.0798], [0.2076, -0.1433, -0.0112], [-0.1963, -0.1057, -0.0947], [-0.0596, -0.5890, 0.0446], [0.1863, 0.0449, -0.0105], [-0.2078, -0.1398, 0.1171], [-0.0112, 0.0783, -0.3156], [-0.0209, -0.2974, -0.0538], [-0.5060, -0.0525, -0.2721], [0.1028, 0.1464, -0.0782], [-0.2290, -0.1158, 0.1033], [-0.2196, -0.0603, -0.1863], [0.2165, -0.1851, -0.1521], [0.0004, 0.0796, 0.0054], [-0.3133, 0.0003, 0.0610], [0.1590, 0.0929, -0.0826], [-0.0894, -0.2164, -0.0272], [-0.0449, 0.1546, -0.1811], [-1.8351, -0.9863, 1.0773], [1.7855, 0.9268, -1.0696], [0.6213, 0.1591, -0.0570], [-0.0374, 0.2236, -0.2487], [0.0299, 0.0894, 0.2567], [-0.1156, -0.3171, 0.0442], [0.3227, 0.4749, -0.2424], [-0.3119, -0.0935, -0.0882], [-0.0447, 0.1668, 0.2093], [0.2891, -0.1631, -0.0250], [-0.5432, 0.0446, 0.2128], [0.1771, 0.1560, -0.1940], [-0.0542, -0.2920, 0.0179], [0.0529, 0.1673, 0.2212], [-0.2357, -0.3369, 0.4557], [-0.2717, -0.0574, -0.1230], [0.2877, 0.0323, -0.1226], [0.0407, 0.1762, 0.2249], [0.2870, 0.2113, -0.0628], [0.2859, 0.2021, -0.0565], [-0.0908, -0.1874, 0.1542], [-0.2617, 0.0245, 0.0479], [0.5318, 0.3544, 0.0662], [-0.2135, -0.3019, -0.4856], [0.4032, 0.7175, 0.4728], [-0.0260, -0.4587, -0.2344], [-0.2291, -0.1858, -0.3345]],
  "charge": 1,
  "largest_force_ev_per_a": 2.3,
  "homo_ev": -9.612
}

(5)
{
  "formula": "C9H14NP",
  "method": "ωB97M-V/def2-TZVPD",
  "elements": ["C", "C", "C", "C", "C", "C", "C", "C", "C", "N", "P", "H", "H", "H", "H", "H", "H", "H", "H", "H", "H", "H", "H", "H", "H"],
  "positions_angstrom": [[-1.680, 3.258, 1.152], [-2.549, 3.043, 0.089], [-0.485, 2.554, 1.213], [-2.191, 2.138, -0.897], [-0.264, 1.670, 0.179], [-0.358, -2.273, 1.084], [1.374, -3.072, -0.550], [2.409, -0.028, -1.107], [0.564, -1.869, -0.062], [-1.054, 1.457, -0.819], [1.698, -0.503, 0.538], [-1.941, 3.954, 1.938], [-3.495, 3.560, 0.038], [0.212, 2.678, 2.027], [-2.827, 1.932, -1.749], [0.225, -2.542, 1.966], [-1.017, -1.445, 1.346], [-0.967, -3.131, 0.800], [2.072, -3.400, 0.220], [1.936, -2.837, -1.451], [0.706, -3.902, -0.779], [1.603, 0.243, -1.788], [2.993, -0.847, -1.534], [3.069, 0.829, -0.970], [-0.035, -1.469, -0.887]],
  "forces_ev_per_angstrom": [[0.0842, -0.0471, -0.0043], [-0.0823, 0.0245, -0.0722], [-0.1326, 0.1977, 0.1396], [-0.3553, 0.3462, 0.1730], [0.8186, -1.4512, 0.1991], [0.0130, 0.1399, -0.1321], [0.0285, 0.2571, -0.0382], [0.0263, 0.0110, 0.3589], [0.0531, 0.2782, 0.2515], [0.6384, -0.4641, -0.1406], [-0.9721, 0.8964, -0.8107], [-0.0130, 0.0482, 0.0223], [-0.0305, 0.0403, -0.0454], [0.0428, -0.0264, 0.0229], [-0.0562, 0.0356, -0.0162], [-0.0132, -0.0586, 0.0866], [-0.0697, -0.0083, 0.1001], [-0.0756, -0.0360, 0.0296], [0.0657, -0.0958, 0.0329], [0.0645, -0.0481, -0.0203], [-0.0475, -0.0756, -0.0132], [0.0149, -0.0216, -0.0800], [-0.0307, 0.0264, 0.0141], [-0.0096, 0.0085, -0.0670], [0.0382, 0.0229, 0.0097]],
  "charge": 0,
  "largest_force_ev_per_a": 1.7,
  "homo_ev": [-8.121, -7.533],
  "de_lowest_kcal_mol": 18.2
}

(6)
{
  "formula": "C3H2N2S2",
  "method": "ωB97M-V/def2-TZVPD",
  "elements": ["C", "C", "C", "H", "H", "N", "N", "S", "S"],
  "positions_angstrom": [[2.451, -1.640, -0.236], [-0.593, 0.366, 0.043], [-0.397, 0.360, 1.536], [2.922, -1.540, -1.185], [2.923, -2.257, 0.621], [1.479, -1.051, 0.155], [-0.843, 0.246, 2.735], [0.680, -0.048, -1.004], [-1.872, 0.980, -0.728]],
  "forces_ev_per_angstrom": [[4.7022, -3.4593, 1.8173], [0.1252, 1.0188, 0.6568], [-5.0261, -1.3362, 8.2071], [0.4319, -0.2057, -0.8855], [-0.2363, 0.6005, -1.8503], [-4.1194, 2.8804, 0.4574], [4.2363, 1.0478, -9.8740], [0.5531, -0.7494, 0.9173], [-0.6668, 0.2033, 0.5539]],
  "charge": 0,
  "largest_force_ev_per_a": 10.8,
  "homo_ev": -9.409,
  "de_lowest_kcal_mol": 66.8
}

(7)
{
  "formula": "C9H4Cl4O2",
  "method": "ωB97M-V/def2-TZVPD",
  "elements": ["C", "C", "C", "C", "C", "C", "C", "C", "C", "O", "O", "Cl", "Cl", "Cl", "Cl", "H", "H", "H", "H"],
  "positions_angstrom": [[1.157, -0.217, -2.026], [1.875, 0.681, -1.296], [0.018, -1.055, -1.584], [1.703, 0.766, 0.118], [0.439, -0.021, 0.568], [-1.877, -0.841, 0.167], [-0.378, 0.158, 1.785], [-1.817, -0.086, 1.446], [-0.521, -0.749, -0.367], [1.750, -0.418, 0.837], [-2.800, -1.333, -0.472], [1.425, -0.290, -3.758], [2.679, 2.032, -1.988], [-0.710, -2.006, -2.813], [1.984, 2.281, 0.935], [0.016, -0.365, 2.692], [-0.360, 1.220, 2.278], [-2.184, 0.856, 1.293], [-2.400, -0.611, 2.185]],
  "forces_ev_per_angstrom": [[-3.5498, -3.1501, -1.9341], [1.4346, 2.1407, -0.7436], [4.0866, 1.3001, -5.1375], [-3.6784, -0.3466, 2.2146], [-0.6202, 0.1139, 0.2207], [1.8150, 0.2927, -1.7768], [0.2347, 2.9259, 3.7544], [-0.1632, -2.2766, 0.7850], [0.0878, 0.6605, 3.1439], [1.7119, -1.2517, -0.1608], [-0.2569, 0.0789, 0.7306], [0.5793, 0.3425, 0.7054], [0.1240, -0.6859, -0.4702], [-0.3002, -0.2297, 0.9690], [0.2972, -0.3338, 0.2033], [-0.1790, -0.4802, -1.2016], [0.3642, -1.4086, -1.3434], [-1.7911, 2.2598, -0.5168], [-0.1967, 0.0484, 0.5580]],
  "charge": 0,
  "largest_force_ev_per_a": 6.7,
  "s_squared": 2.033,
  "homo_ev": [-6.949, -9.667],
  "spin_multiplicity": 3
}

(8)
{
  "formula": "C5H10O",
  "method": "ωB97M-V/def2-TZVPD",
  "elements": ["C", "C", "O", "C", "C", "C", "H", "H", "H", "H", "H", "H", "H", "H", "H", "H"],
  "positions_angstrom": [[1.878, -0.544, -1.001], [1.060, 0.009, -0.105], [1.402, 1.066, 0.686], [-0.374, -0.426, 0.107], [-1.288, 0.277, -0.903], [-0.851, -0.173, 1.538], [1.537, -1.375, -1.608], [2.887, -0.177, -1.177], [2.316, 1.311, 0.488], [-0.407, -1.505, -0.093], [-0.992, 0.042, -1.931], [-1.236, 1.364, -0.774], [-2.330, -0.033, -0.762], [-0.870, 0.901, 1.749], [-0.194, -0.646, 2.274], [-1.864, -0.567, 1.672]],
  "forces_ev_per_angstrom": [[-0.0349, 0.0281, 0.0539], [-0.0316, -0.2372, -0.2063], [0.2276, 0.0829, -0.0855], [-0.0079, -0.0720, -0.0112], [-0.0481, 0.0642, -0.0712], [-0.0084, 0.0111, 0.0661], [0.0362, 0.0832, 0.1206], [-0.1354, -0.0205, 0.0726], [-0.1428, 0.0162, 0.0500], [0.0067, 0.1635, 0.0192], [-0.0472, 0.0412, 0.1542], [-0.0146, -0.1327, -0.0109], [0.1480, 0.0440, -0.0080], [-0.0109, -0.1609, -0.0121], [-0.0931, 0.0464, -0.0981], [0.1563, 0.0426, -0.0331]],
  "charge": 0,
  "largest_force_ev_per_a": 0.3,
  "homo_ev": -8.799,
  "de_lowest_kcal_mol": 13.3,
  "smiles": "C=C(O)C(C)C"
}